*one*
# CH3ClN2O2

A 2-piece molecular cluster, CH3ClN2O2 overall (ωB97M-V/def2-TZVPD, OMol25).

## Properties
orbital gap	10.1	eV

```
! wB97M-V def2-TZVPD RIJCOSX def2/J DEFGRID3
* xyz 0 1
C -0.348 -0.288 -0.729
N 0.481 -0.426 0.163
N 1.224 0.977 3.623
O 1.912 0.444 2.565
O 1.820 1.765 4.276
Cl 1.531 -1.802 0.047
H -1.069 0.546 -0.735
H 1.576 -0.276 1.958
H -0.316 -0.847 -1.744
*
```

***

*two*
# CH3ClN2O2

One molecule with the formula CH3ClN2O2 (ωB97M-V/def2-TZVPD, OMol25).

## Properties
orbital gap (spin up / spin down)	7.1 / 7.3	eV

```
! wB97M-V def2-TZVPD RIJCOSX def2/J DEFGRID3
* xyz 0 1
C -1.431 0.644 -0.018
N 1.510 -1.575 -0.640
N -0.131 0.788 0.042
O 0.515 0.404 1.073
O 0.460 1.492 -0.732
Cl 2.077 -0.547 0.415
H -2.141 1.291 -0.590
H -2.029 -0.053 0.635
H 1.170 -2.445 -0.185
*
```

***

Relative energies, eV: *one* 0.000; *two* 4.032.

***

*one*
# C3H4Cl2O

One molecule with the formula C3H4Cl2O (ωB97M-V/def2-TZVPD, OMol25).

## Properties
orbital gap	9.3	eV

```
! wB97M-V def2-TZVPD RIJCOSX def2/J DEFGRID3
* xyz 0 1
C 0.822 1.144 0.350
C -0.989 -0.758 0.266
C 0.429 -0.245 0.006
O 0.029 1.868 0.884
Cl 1.584 -1.490 -0.249
Cl 0.185 0.649 -2.014
H 1.771 1.560 -0.033
H -0.965 -1.332 1.094
H -1.242 -1.496 -0.656
H -1.623 0.098 0.352
*
```

***

*two*
# C3H4Cl2O

A 2-piece molecular cluster, C3H4Cl2O overall (ωB97M-V/def2-TZVPD, OMol25).

## Properties
orbital gap	10.7	eV

```
! wB97M-V def2-TZVPD RIJCOSX def2/J DEFGRID3
* xyz 0 1
C 2.358 0.388 -0.299
C 2.016 1.345 -1.026
C -1.445 -0.177 0.024
O -0.892 -1.145 0.695
Cl -3.160 -0.315 -0.379
Cl -1.294 1.461 0.827
H 1.836 -0.446 -0.952
H 2.933 0.203 0.606
H -0.864 0.092 -0.876
H -1.487 -1.407 1.381
*
```

***

Relative energies, eV: *one* 0.000; *two* 2.827.